A structure of composition C35H39N5O6PS2Sn. Source: the OMol25 dataset; level of theory: ωB97M-V/def2-TZVPD.

CARTESIAN COORDINATES (ANGSTROEM)
Sn (-0.3840, -1.2488, 0.7952)
C (-1.3891, -3.2080, 5.6025)
N (-1.2148, -1.7718, 5.3973)
C (-1.2308, -0.9116, 6.5784)
C (-1.0549, -1.2953, 4.1563)
O (-1.1068, -2.0077, 3.1491)
C (-0.8113, 0.1860, 3.9963)
O (-1.2326, 0.5050, 2.6806)
C (-1.0842, 1.8687, 2.3671)
C (-1.3087, 2.0225, 0.8774)
O (-1.3152, 1.0353, 0.1313)
N (-1.4938, 3.2708, 0.4236)
C (-1.5261, 4.4455, 1.2933)
C (-1.5283, 3.5282, -1.0124)
H (-2.4235, -3.4386, 5.8614)
H (-1.1309, -3.7278, 4.6887)
H (-0.7382, -3.5427, 6.4081)
H (-2.0658, -0.2111, 6.5522)
H (-1.3508, -1.5371, 7.4566)
H (-0.2995, -0.3542, 6.6844)
H (-1.3595, 0.7774, 4.7310)
H (0.2592, 0.3768, 4.1088)
H (-1.8027, 2.4626, 2.9371)
H (-0.0697, 2.2166, 2.5896)
H (-2.1762, 4.2907, 2.1520)
H (-0.5296, 4.7189, 1.6488)
H (-1.9270, 5.2779, 0.7224)
H (-1.3601, 2.5993, -1.5449)
H (-2.4968, 3.9458, -1.2977)
H (-0.7433, 4.2367, -1.2785)
C (-1.2274, -2.3928, -4.0939)
N (-2.1054, -1.5056, -3.3430)
C (-2.6987, -0.3575, -3.8341)
C (-3.4161, 0.1814, -2.8441)
N (-3.2614, -0.6289, -1.7170)
C (-2.4277, -1.6867, -2.0303)
S (-1.9126, -3.0199, -1.1369)
C (-3.8507, -0.3191, -0.4581)
C (-4.8775, 0.6182, -0.3881)
C (-5.3998, 0.9217, 0.8548)
C (-4.9212, 0.2605, 1.9751)
C (-3.9194, -0.6746, 1.7904)
N (-3.3761, -0.9373, 0.6039)
H (-1.3263, -2.1674, -5.1527)
H (-1.5075, -3.4243, -3.8991)
H (-0.1917, -2.2620, -3.7821)
H (-2.5686, -0.0298, -4.8516)
H (-3.9950, 1.0853, -2.8427)
H (-5.2779, 1.0908, -1.2726)
H (-6.1860, 1.6607, 0.9401)
H (-5.3152, 0.4633, 2.9613)
H (-3.5145, -1.2424, 2.6200)
O (1.4013, 0.9118, 1.2095)
S (2.2526, 0.0586, 2.0504)
O (2.5818, 0.6372, 3.3277)
O (1.6414, -1.2966, 2.1407)
C (3.7166, -0.2127, 1.1039)
C (4.9513, -0.1452, 1.7280)
C (6.0947, -0.4508, 1.0064)
C (5.9843, -0.8413, -0.3185)
C (4.7430, -0.9043, -0.9393)
C (3.5811, -0.5785, -0.2465)
P (1.9401, -0.5719, -1.0997)
C (2.2730, -1.7191, -2.4897)
C (2.0827, -3.0752, -2.2126)
C (2.2990, -4.0335, -3.1901)
C (2.6832, -3.6418, -4.4665)
C (2.8434, -2.2941, -4.7604)
C (2.6432, -1.3340, -3.7762)
C (1.9411, 1.0501, -1.9421)
C (2.9669, 1.9856, -1.8609)
C (2.8727, 3.1869, -2.5549)
C (1.7572, 3.4622, -3.3325)
C (0.7250, 2.5362, -3.4116)
C (0.8143, 1.3426, -2.7134)
H (4.9942, 0.1451, 2.7708)
H (7.0674, -0.3884, 1.4766)
H (6.8735, -1.1018, -0.8798)
H (4.6814, -1.2032, -1.9776)
H (1.7627, -3.3734, -1.2214)
H (2.1599, -5.0833, -2.9618)
H (2.8579, -4.3875, -5.2325)
H (3.1279, -1.9886, -5.7601)
H (2.7811, -0.2842, -4.0084)
H (3.8458, 1.7847, -1.2622)
H (3.6798, 3.9055, -2.4896)
H (1.6897, 4.3972, -3.8753)
H (-0.1473, 2.7472, -4.0197)
H (0.0079, 0.6152, -2.7660)

Summary:
Maximum force ... 0.7 eV/Å
Charge ... +1
Electronic energy ... -3434.278944 a.u.

The molecule C2H5NO2 at a distorted geometry. Source: the OMol25 dataset; level of theory: ωB97M-V/def2-TZVPD.

CARTESIAN COORDINATES (ANGSTROEM)
N (1.6341, 0.2414, -0.0714)
C (0.3035, -0.4314, -0.0692)
C (-0.9726, 0.4418, -0.0655)
O (-0.9766, 1.6520, -0.0137)
O (-2.1482, -0.2698, -0.0061)
H (1.5823, 1.1503, -0.6226)
H (1.8441, 0.5711, 0.9418)
H (0.2776, -1.0668, -0.9138)
H (0.3925, -1.0493, 0.8232)
H (-1.9368, -1.2393, -0.0028)

Summary:
Maximum force ... 2.7 eV/Å
Charge ... 0
Electronic energy ... -284.439255 a.u.
SMILES ... NCC(=O)O

A structure of composition C7H6MnNO6 at a distorted geometry. Source: the OMol25 dataset; level of theory: ωB97M-V/def2-TZVPD.

CARTESIAN COORDINATES (ANGSTROEM)
O (-2.5449, 0.6900, -2.0494)
C (-1.3329, 1.1129, -2.2155)
Mn (-1.4757, -0.7276, -0.9745)
C (-0.4114, -1.9047, -0.0951)
O (0.1583, -2.7652, 0.4433)
C (-0.1885, 0.4960, -1.8774)
O (1.0283, 0.5455, -2.0372)
C (-2.6994, -0.4125, 0.3143)
O (-3.4326, -0.0988, 1.1598)
C (-2.1378, -1.9600, -2.1166)
O (-2.4211, -2.7173, -2.9541)
H (-1.0105, 2.0299, -2.7772)
C (1.8605, 0.9614, 2.7151)
C (1.2562, 0.5366, 1.4026)
N (2.1779, 0.0259, 0.5204)
O (0.0421, 0.6194, 1.1604)
H (2.2803, 0.1036, 3.2480)
H (1.0943, 1.4360, 3.3236)
H (2.6665, 1.6774, 2.5355)
H (1.9378, 0.1669, -0.4687)
H (3.1526, 0.1846, 0.7429)

Summary:
Maximum force ... 10.1 eV/Å
Charge ... +3
2S+1 ... 4
Electronic energy ... -1926.023034 a.u.

A structure of composition C35H34N2O5P2Se2TeTi at a distorted geometry. Source: the OMol25 dataset; level of theory: ωB97M-V/def2-TZVPD.

CARTESIAN COORDINATES (ANGSTROEM)
Ti (0.7106, -1.1742, -1.8650)
Te (-0.0289, 2.0624, -2.3752)
C (-0.7255, 3.9554, -1.6500)
C (-1.3487, 4.1131, -0.4165)
C (-1.7944, 5.3683, -0.0322)
N (-1.6732, 6.4747, -0.7715)
C (-1.0755, 6.3144, -1.9539)
C (-0.5928, 5.1036, -2.4283)
C (0.1334, 1.1618, -0.4680)
P (1.8698, 0.5959, -0.1138)
C (2.0505, 0.5563, 1.7313)
C (2.3499, 1.6739, 2.5087)
C (2.4646, 1.5764, 3.8884)
C (2.2763, 0.3517, 4.5184)
C (1.9829, -0.7688, 3.7557)
C (1.8828, -0.6690, 2.3739)
C (2.9080, 2.0420, -0.5023)
C (2.4843, 3.3579, -0.3215)
C (3.3346, 4.4144, -0.6046)
C (4.6197, 4.1699, -1.0779)
C (5.0473, 2.8637, -1.2655)
C (4.1914, 1.8052, -0.9804)
P (-1.0107, -0.2426, -0.1851)
C (-1.2920, -0.2862, 1.6267)
C (-1.6731, -1.4928, 2.2063)
C (-1.9329, -1.5657, 3.5695)
C (-1.8109, -0.4291, 4.3570)
C (-1.4195, 0.7751, 3.7840)
C (-1.1545, 0.8443, 2.4233)
C (-2.6649, 0.3123, -0.7593)
C (-3.5811, 0.9812, 0.0486)
C (-4.8040, 1.3974, -0.4603)
C (-5.1273, 1.1391, -1.7872)
C (-4.2268, 0.4586, -2.5940)
C (-3.0042, 0.0419, -2.0840)
H (-1.4736, 3.2608, 0.2426)
H (-2.2842, 5.4913, 0.9302)
H (-0.9638, 7.2103, -2.5594)
H (-0.1031, 5.0733, -3.3960)
H (2.4989, 2.6381, 2.0383)
H (2.6979, 2.4611, 4.4701)
H (2.3544, 0.2739, 5.5967)
H (1.8265, -1.7293, 4.2317)
H (1.6664, -1.5521, 1.7829)
H (1.4766, 3.5403, 0.0308)
H (2.9853, 5.4316, -0.4710)
H (5.2789, 4.9978, -1.3113)
H (6.0393, 2.6637, -1.6519)
H (4.5109, 0.7856, -1.1618)
H (-1.7331, -2.3906, 1.6020)
H (-2.2083, -2.5161, 4.0096)
H (-1.9982, -0.4857, 5.4234)
H (-1.2976, 1.6562, 4.4027)
H (-0.8199, 1.7668, 1.9613)
H (-3.3471, 1.1882, 1.0861)
H (-5.5007, 1.9244, 0.1809)
H (-6.0803, 1.4639, -2.1886)
H (-4.4687, 0.2450, -3.6277)
H (-2.3084, -0.5076, -2.7102)
O (0.0526, -4.4861, 1.6046)
C (0.0264, -5.5599, 0.6740)
C (0.0065, -5.1487, -0.8094)
C (-0.3622, -6.4303, -1.5742)
O (-0.3174, -6.3264, -2.9847)
C (-1.0736, -4.0774, -1.0477)
Se (-0.8568, -3.0555, -2.7053)
C (1.4055, -4.7041, -1.2578)
Se (2.0077, -2.9785, -0.5595)
H (0.7144, -3.8537, 1.2607)
H (-0.8698, -6.1440, 0.9107)
H (0.8956, -6.2146, 0.8338)
H (-1.3682, -6.7360, -1.2494)
H (0.3310, -7.2367, -1.2995)
H (-0.4547, -5.3895, -3.2253)
H (-1.0769, -3.3744, -0.2175)
H (-2.0543, -4.5619, -1.0649)
H (1.4469, -4.6241, -2.3405)
H (2.1312, -5.4555, -0.9360)
O (1.7918, -1.9553, -4.5060)
N (1.2942, -1.1060, -3.7109)
O (2.1201, -0.2988, -2.9074)
O (0.0974, -0.4559, -3.8950)

Summary:
Maximum force ... 1.4 eV/Å
Charge ... -2
Electronic energy ... -8442.849387 a.u.

A cluster of 2 separate species, H4O2 in total. Source: the OMol25 dataset; level of theory: ωB97M-V/def2-TZVPD.

CARTESIAN COORDINATES (ANGSTROEM)
O (-1.1801, 0.5669, -2.5246)
H (-0.8755, 0.3133, -1.6533)
H (-2.1278, 0.6615, -2.4294)
O (1.0913, -0.4565, 1.9629)
H (1.5137, -1.2863, 2.1849)
H (1.5783, 0.2011, 2.4595)

Summary:
Maximum force ... 0.3 eV/Å
Charge ... 0
Electronic energy ... -152.868361 a.u.
SMILES ... O.O

The molecule C6H10O. Source: the OMol25 dataset; level of theory: ωB97M-V/def2-TZVPD.

CARTESIAN COORDINATES (ANGSTROEM)
O (0.3125, 1.8255, -1.5542)
C (0.3207, 1.0826, -0.4519)
C (1.1022, -0.2025, -0.5321)
C (0.5005, -1.3341, 0.2988)
C (-1.0001, -1.3878, 0.0021)
C (-0.7531, 0.8291, 1.7181)
C (-0.2671, 1.6368, 0.6853)
H (0.7809, 1.3779, -2.2753)
H (-1.3254, -0.3958, -0.3235)
H (2.1155, 0.0743, -0.2053)
H (1.1867, -0.5251, -1.5805)
H (0.6739, -1.1273, 1.3550)
H (1.0015, -2.2766, 0.0496)
H (-1.2369, -2.0721, -0.8125)
H (-1.5827, -1.6214, 0.8940)
H (-1.2289, 1.4380, 2.5019)
H (-0.3641, 2.7191, 0.6227)

Summary:
Maximum force ... 0.6 eV/Å
Charge ... 0
Electronic energy ... -309.700422 a.u.

A structure of composition C10H8AgNO8S2. Source: the OMol25 dataset; level of theory: ωB97M-V/def2-TZVPD.

CARTESIAN COORDINATES (ANGSTROEM)
Ag (-0.1059, 0.4808, -0.0159)
O (2.0188, 1.7339, -0.4475)
S (2.8431, 0.7946, 0.3072)
O (4.2160, 0.7100, -0.1546)
O (2.1818, -0.4992, 0.4621)
C (2.9817, 1.4707, 2.0060)
C (4.3078, 1.5891, 2.4187)
C (4.6640, 2.0574, 3.6736)
C (3.6719, 2.4259, 4.5580)
C (2.3460, 2.3201, 4.1676)
C (1.9639, 1.8501, 2.9121)
S (0.1395, 1.8277, 2.7017)
O (-0.1266, 2.5867, 1.4869)
O (-0.3621, 2.4538, 3.9124)
O (-0.2145, 0.4189, 2.5692)
H (5.0726, 1.3020, 1.7128)
H (5.7111, 2.1322, 3.9465)
H (3.9154, 2.7991, 5.5470)
H (1.5557, 2.6137, 4.8421)
O (-2.6081, 1.5219, -1.9602)
C (-2.9540, 0.6299, -1.1988)
C (-4.4106, 0.4767, -0.7368)
C (-4.3463, -0.6759, 0.2464)
C (-2.9189, -1.2089, 0.0724)
O (-2.5606, -2.2748, 0.5463)
N (-2.1602, -0.3503, -0.6754)
H (-5.0255, 0.2625, -1.6141)
H (-4.7458, 1.4292, -0.3259)
H (-5.0663, -1.4776, 0.0793)
H (-4.4389, -0.3543, 1.2858)

Summary:
Maximum force ... 0.6 eV/Å
Charge ... -2
Electronic energy ... -1986.035410 a.u.

A structure of composition C16H9Cl3O7Ti. Source: the OMol25 dataset; level of theory: ωB97M-V/def2-TZVPD.

CARTESIAN COORDINATES (ANGSTROEM)
Ti (-0.5192, -0.1532, -1.2930)
Cl (6.9770, 0.2243, -0.7209)
C (5.2747, 0.1728, -1.0223)
C (4.3980, 0.0708, 0.0413)
C (3.0397, 0.0307, -0.2176)
Cl (1.9050, -0.0967, 1.0812)
C (2.5323, 0.0890, -1.5154)
O (1.2293, 0.0597, -1.7714)
C (3.4543, 0.1928, -2.5656)
Cl (2.8429, 0.2692, -4.1731)
C (4.8142, 0.2346, -2.3287)
H (4.7604, 0.0232, 1.0576)
H (5.5022, 0.3155, -3.1572)
C (-1.5993, 2.6010, 1.9449)
C (-1.4849, 1.2823, 1.2396)
O (-0.9571, 1.2938, 0.1109)
C (-1.9524, 0.0699, 1.8652)
C (-2.6213, 0.0949, 3.1061)
C (-3.0374, -1.0593, 3.7124)
C (-2.7830, -2.2918, 3.0935)
C (-2.1279, -2.3533, 1.8891)
C (-1.7069, -1.1786, 1.2449)
O (-1.0732, -1.2861, 0.0978)
H (-1.1724, 3.3759, 1.3153)
H (-1.0720, 2.5661, 2.8987)
H (-2.6450, 2.8338, 2.1478)
H (-2.8126, 1.0456, 3.5841)
H (-3.5557, -1.0232, 4.6599)
H (-3.1058, -3.2077, 3.5706)
H (-1.9222, -3.2950, 1.3993)
O (-2.3260, 1.3140, -4.4432)
C (-1.8938, 0.6220, -3.5774)
O (-1.4831, 1.0358, -2.3769)
C (-1.7084, -0.9237, -3.6882)
O (-2.0644, -1.5760, -4.6180)
O (-1.1057, -1.3732, -2.5914)

Summary:
Maximum force ... 0.6 eV/Å
Charge ... 0
Electronic energy ... -3372.062013 a.u.

A structure of composition C31H50BrIrN5P2 at a distorted geometry. Source: the OMol25 dataset; level of theory: ωB97M-V/def2-TZVPD.

CARTESIAN COORDINATES (ANGSTROEM)
C (-3.5373, -3.8884, 0.6113)
C (-2.5940, -3.5938, -0.3971)
C (-2.9287, -3.9737, -1.7208)
C (-4.2083, -4.5027, -1.9628)
N (-5.1077, -4.6736, -0.9949)
C (-4.7928, -4.3857, 0.2640)
C (-1.4424, -2.7965, 0.0019)
C (-0.1493, -2.4657, -0.0527)
C (1.2533, -2.2622, -0.3394)
C (1.6404, -0.8954, -0.3245)
C (2.9609, -0.5323, -0.1377)
C (3.9031, -1.5664, -0.1586)
C (3.5495, -2.9129, 0.0043)
C (2.2186, -3.2697, -0.1032)
Ir (-0.9433, -1.6520, 1.4100)
P (-0.5021, 3.0828, 0.2520)
H (-2.2684, -3.8275, -2.5712)
H (-3.3207, -3.6389, 1.6457)
H (-4.5245, -4.7890, -2.9746)
H (-5.5562, -4.5506, 1.0293)
H (1.9211, -4.3033, 0.0437)
H (0.8621, -0.1250, -0.3118)
H (4.3169, -3.6452, 0.2500)
H (3.3005, 0.5035, -0.0320)
C (1.0770, 3.9321, 0.7273)
C (1.6621, 4.9783, -0.2169)
H (1.7939, 3.1021, 0.8495)
H (0.9086, 4.3631, 1.7275)
H (2.6113, 5.3374, 0.2012)
H (1.8794, 4.5679, -1.2111)
H (1.0107, 5.8540, -0.3335)
C (-0.7690, 3.5495, -1.5146)
C (-2.1372, 3.1051, -2.0333)
H (0.0328, 3.0674, -2.0965)
H (-0.6435, 4.6362, -1.6230)
H (-2.1903, 3.2713, -3.1166)
H (-2.3182, 2.0384, -1.8450)
H (-2.9530, 3.6770, -1.5719)
C (-1.7430, 4.1775, 1.0903)
C (-1.7938, 5.6424, 0.6676)
H (-1.5221, 4.1025, 2.1670)
H (-2.7222, 3.7012, 0.9233)
H (-2.5997, 6.1389, 1.2226)
H (-0.8671, 6.1804, 0.9016)
H (-2.0166, 5.7716, -0.3986)
Br (5.6253, -1.1180, -0.6240)
P (1.2925, -0.9977, -3.5526)
C (1.4821, 0.7214, -3.0025)
C (2.1461, 1.5924, -4.0904)
H (2.0906, 0.7297, -2.0911)
H (0.4788, 1.1009, -2.7501)
H (1.8335, 2.6403, -4.0068)
H (3.2404, 1.5771, -4.0129)
H (1.8706, 1.2412, -5.0918)
C (2.9001, -1.7828, -3.2601)
C (3.8655, -1.8284, -4.4479)
H (2.7192, -2.7972, -2.8695)
H (3.3403, -1.1901, -2.4516)
H (4.8823, -2.0323, -4.0874)
H (3.6093, -2.6324, -5.1444)
H (3.8783, -0.8711, -4.9805)
C (0.1063, -2.3303, -3.3627)
C (-0.1305, -2.9707, -4.7627)
H (-0.8149, -1.9186, -2.9218)
H (0.5173, -3.0690, -2.6601)
H (-0.8400, -3.8027, -4.6911)
H (-0.5404, -2.2303, -5.4633)
H (0.8031, -3.3656, -5.1898)
C (-2.0824, -0.9990, 4.2989)
N (-1.1313, -0.7053, 3.1687)
C (0.1842, -1.2173, 3.5596)
N (0.7407, -0.5259, 4.7823)
C (-0.2330, -0.8912, 5.8474)
N (-1.5904, -0.3847, 5.5553)
C (-1.5352, 1.0903, 5.3312)
N (-0.6312, 1.4563, 4.2064)
C (-1.1581, 0.7618, 3.0120)
C (0.7242, 0.9275, 4.5144)
H (-2.1551, -2.0801, 4.4312)
H (-3.0307, -0.5162, 4.0501)
H (0.9384, -1.1076, 2.7717)
H (0.0831, -2.2576, 3.8913)
H (0.1162, -0.5093, 6.8168)
H (-0.2808, -1.9882, 5.8730)
H (-2.5513, 1.4300, 5.0870)
H (-1.1733, 1.5790, 6.2486)
H (-0.6157, 1.1005, 2.1247)
H (-2.2119, 1.0505, 2.9456)
H (1.1063, 1.4607, 5.3937)
H (1.3807, 1.1295, 3.6573)

Summary:
Maximum force ... 4.6 eV/Å
Charge ... +4
2S+1 ... 6
Electronic energy ... -4844.240912 a.u.

A structure of composition C24H15ClIN5O6SV at a distorted geometry. Source: the OMol25 dataset; level of theory: ωB97M-V/def2-TZVPD.

CARTESIAN COORDINATES (ANGSTROEM)
V (0.6257, -0.7885, 0.2042)
N (-1.7265, -2.9640, 3.2443)
C (-1.0965, -2.2168, 2.2565)
S (0.5159, -2.6619, 1.8563)
N (-1.8207, -1.2871, 1.7166)
N (-1.2340, -0.5456, 0.7130)
C (-2.0834, 0.1673, 0.0538)
C (-1.7925, 1.1091, -0.9851)
C (-2.8590, 1.8192, -1.5569)
C (-2.6701, 2.7685, -2.5372)
C (-1.3675, 3.0542, -2.9616)
C (-0.2971, 2.3824, -2.4200)
C (-0.4603, 1.3700, -1.4393)
O (0.5701, 0.7356, -1.0068)
H (-1.0856, -3.4213, 3.8690)
H (-2.4928, -2.4852, 3.6932)
H (-3.1267, 0.0614, 0.3517)
H (-3.8641, 1.6056, -1.2040)
H (-3.5160, 3.2872, -2.9729)
H (-1.1994, 3.8077, -3.7235)
H (0.7166, 2.5977, -2.7353)
Cl (1.3982, 2.8899, 6.7135)
C (1.4002, 2.1596, 5.1188)
C (2.3722, 1.2359, 4.8244)
C (2.3697, 0.6075, 3.5871)
I (3.8213, -0.8357, 3.1053)
C (1.3944, 0.8337, 2.6010)
O (1.3633, 0.1446, 1.5267)
C (0.4459, 1.9016, 2.8916)
N (-0.3848, 2.2656, 1.9049)
C (-1.2727, 3.2052, 2.1282)
C (-1.4151, 3.8440, 3.3656)
C (-0.5677, 3.5075, 4.3888)
C (0.4282, 2.5336, 4.1733)
H (3.1210, 0.9842, 5.5620)
H (-1.9045, 3.4658, 1.2835)
H (-2.1775, 4.6006, 3.5037)
H (-0.6348, 3.9880, 5.3559)
O (2.4476, -1.1155, -0.5485)
C (2.6762, -1.5082, -1.7462)
C (1.7544, -2.1514, -2.6163)
C (2.1430, -2.6098, -3.8849)
C (1.2795, -3.3752, -4.6732)
C (0.0132, -3.7285, -4.1745)
C (-0.3970, -3.2758, -2.9430)
C (0.4140, -2.4320, -2.1478)
O (-0.0341, -1.9529, -1.0380)
N (1.6746, -3.8329, -5.9470)
O (2.7749, -3.5040, -6.3911)
O (0.9172, -4.5579, -6.6017)
H (3.7009, -1.4005, -2.1406)
H (3.1346, -2.3914, -4.2580)
H (-0.6217, -4.3491, -4.7899)
H (-1.3706, -3.5421, -2.5496)

Summary:
Maximum force ... 4.7 eV/Å
Charge ... -2
2S+1 ... 2
Electronic energy ... -3748.941410 a.u.

- What is the maximum force in the second record?
  2.7 eV/Å